# 1
Formula: C15H27Br13NO3P
Source: OMol25
Level of theory: ωB97M-V/def2-TZVPD

Multiplicity = 1
LUMO level = 0.3 eV
Kohn-Sham gap = 0.34236 hartree
HOMO level = -9.06 eV
M = 1339.1 g/mol

Geometry (Å):
1 C 0.040 -0.439 0.882
2 C -0.767 -1.299 0.672
3 N -1.810 -2.179 0.874
4 C -2.876 -1.912 -0.073
5 O -2.871 -2.200 -1.230
6 O -3.966 -1.293 0.480
7 P -1.239 -3.866 0.902
8 O -2.581 -4.706 0.481
9 Br 0.219 -4.213 -0.760
10 H 0.756 0.323 1.068
11 H -4.343 -1.979 1.052
12 H -3.110 -4.799 1.289
13 Br 2.863 -2.085 0.528
14 C 4.550 -3.055 0.558
15 C 4.365 -4.484 0.121
16 Br 3.556 -5.558 1.526
17 H 4.949 -2.968 1.564
18 H 5.201 -2.526 -0.136
19 H 5.328 -4.950 -0.077
20 H 3.730 -4.580 -0.754
21 Br -5.402 -3.979 2.433
22 C -5.513 -3.121 4.177
23 C -4.305 -2.263 4.442
24 Br -2.754 -3.341 4.906
25 H -5.645 -3.913 4.908
26 H -6.414 -2.513 4.139
27 H -4.477 -1.619 5.301
28 H -4.019 -1.655 3.588
29 Br -1.901 -0.367 -6.205
30 C -1.095 0.795 -4.866
31 C -0.357 0.004 -3.818
32 Br -1.569 -0.838 -2.537
33 H -1.895 1.401 -4.452
34 H -0.410 1.434 -5.421
35 H 0.271 0.654 -3.212
36 H 0.252 -0.791 -4.236
37 Br 2.720 1.728 -2.350
38 C 4.388 0.962 -1.705
39 C 4.716 1.438 -0.315
40 Br 5.402 3.259 -0.324
41 H 5.153 1.216 -2.432
42 H 4.227 -0.114 -1.709
43 H 5.513 0.835 0.115
44 H 3.859 1.427 0.349
45 Br 5.574 6.975 -1.058
46 C 6.395 8.095 0.303
47 C 7.119 7.270 1.333
48 Br 5.879 6.430 2.576
49 H 5.606 8.706 0.728
50 H 7.095 8.732 -0.234
51 H 7.756 7.901 1.949
52 H 7.713 6.474 0.896
53 Br -8.039 0.303 -2.593
54 C -7.204 1.484 -1.292
55 C -6.456 0.709 -0.241
56 Br -7.673 -0.088 1.058
57 H -7.992 2.105 -0.879
58 H -6.518 2.103 -1.866
59 H -5.815 1.370 0.337
60 H -5.861 -0.099 -0.651


# 2
Formula: C15H27ClF6GaO8S
Source: OMol25
Level of theory: ωB97M-V/def2-TZVPD

Multiplicity = 1
LUMO level = 2.2 eV
Kohn-Sham gap = 0.28108 hartree
Total charge = -1
HOMO level = -5.41 eV
M = 586.6 g/mol

Geometry (Å):
1 C 4.816 -0.030 2.785
2 C 4.786 1.516 2.443
3 C 3.850 1.656 1.178
4 C 3.101 3.028 1.177
5 O 2.143 3.084 2.205
6 Ga 0.484 2.344 1.698
7 Cl -0.984 4.053 1.318
8 C -0.228 1.297 3.315
9 C -1.565 0.506 3.096
10 C -1.431 -0.984 2.611
11 S -0.512 -1.282 1.060
12 O 0.950 -1.128 1.178
13 O -0.796 -2.712 0.697
14 O -1.155 -0.385 -0.180
15 H 4.867 -0.553 1.803
16 H 3.864 -0.312 3.279
17 H 5.711 -0.325 3.366
18 H 5.819 1.848 2.222
19 H 4.316 2.060 3.285
20 H 4.515 1.575 0.289
21 H 3.098 0.840 1.212
22 H 3.859 3.825 1.398
23 H 2.694 3.258 0.168
24 H 0.695 1.496 0.367
25 H -0.455 2.066 4.094
26 H 0.548 0.645 3.781
27 H -2.079 0.431 4.087
28 H -2.281 1.064 2.450
29 H -2.469 -1.332 2.403
30 H -0.999 -1.645 3.380
31 H -2.101 -0.283 -0.008
32 C 0.287 -5.055 0.060
33 C -0.316 -6.443 -0.016
34 O -0.339 -6.931 -1.373
35 C 0.803 -7.434 -1.829
36 O 1.820 -7.507 -1.211
37 C 0.615 -7.947 -3.253
38 F -0.046 -7.076 -4.020
39 F -0.083 -9.090 -3.268
40 F 1.776 -8.192 -3.854
41 H -0.232 -4.378 -0.609
42 H 0.228 -4.667 1.071
43 H 1.336 -5.065 -0.244
44 H -1.354 -6.410 0.314
45 H 0.208 -7.149 0.633
46 C -3.193 3.473 -4.727
47 C -3.613 4.922 -4.586
48 O -4.056 5.201 -3.251
49 C -3.084 5.412 -2.355
50 O -1.920 5.379 -2.597
51 C -3.686 5.740 -0.993
52 F -4.684 4.907 -0.671
53 F -4.199 6.982 -0.975
54 F -2.794 5.669 -0.026
55 H -4.000 2.809 -4.411
56 H -2.932 3.248 -5.761
57 H -2.330 3.251 -4.097
58 H -4.461 5.127 -5.239
59 H -2.811 5.604 -4.873


# 3
Formula: C15H27ClNO3
Source: OMol25
Level of theory: ωB97M-V/def2-TZVPD

Multiplicity = 1
LUMO level = -4.3 eV
Kohn-Sham gap = 0.29936 hartree
Total charge = +1
HOMO level = -12.42 eV
M = 304.8 g/mol

Geometry (Å):
1 C 4.145 2.114 0.749
2 C 4.054 1.349 -0.560
3 C 2.956 1.890 -1.500
4 C 1.884 0.886 -1.905
5 N 1.395 0.040 -0.808
6 C 1.716 -1.170 -0.657
7 C 1.045 -1.812 0.496
8 Cl 2.096 -2.858 1.465
9 C 0.742 -0.547 1.352
10 C 0.419 0.467 0.257
11 O 0.694 1.764 0.630
12 C -0.443 2.658 0.688
13 C -0.685 3.421 -0.615
14 C -2.010 2.988 -1.253
15 H 3.280 1.924 1.369
16 H 4.219 3.183 0.582
17 H 5.034 1.797 1.284
18 H 4.997 1.431 -1.080
19 H 3.902 0.302 -0.326
20 H 3.398 2.236 -2.425
21 H 2.501 2.744 -1.022
22 H 2.259 0.217 -2.667
23 H 1.010 1.372 -2.316
24 H 2.397 -1.670 -1.329
25 H 0.186 -2.322 0.071
26 H 1.653 -0.187 1.805
27 H -0.102 -0.692 2.005
28 H -0.591 0.306 -0.110
29 H -1.326 2.096 0.961
30 H -0.231 3.360 1.484
31 H 0.116 3.185 -1.300
32 H -0.683 4.486 -0.430
33 H -2.228 3.523 -2.165
34 H -1.941 1.926 -1.465
35 H -2.807 3.096 -0.528
36 O -6.040 -3.768 -0.135
37 C -4.932 -3.605 0.264
38 O -4.447 -2.375 0.613
39 C -3.064 -2.467 0.958
40 C -2.837 -3.925 1.336
41 C -3.841 -4.646 0.439
42 H -2.467 -2.175 0.085
43 H -2.853 -1.784 1.780
44 H -1.805 -4.246 1.194
45 H -3.099 -4.085 2.382
46 H -3.428 -4.876 -0.544
47 H -4.239 -5.549 0.889


# 4
Formula: C15H27FeN2O4P2
Source: OMol25
Level of theory: ωB97M-V/def2-TZVPD

Multiplicity = 5
LUMO level (spin up / spin down) = -3.8 / -5.2 eV
Kohn-Sham gap (spin up / spin down) = 0.30119 / 0.25017 hartree
Total charge = +1
Relative energy (zero: lowest compared OMol25 entry of this formula, charge and spin) = 1.686 eV
HOMO level (spin up / spin down) = -11.99 / -12.04 eV
M = 417.2 g/mol

Geometry (Å):
1 Fe 0.000 0.000 0.000
2 P -0.156 -1.924 -1.303
3 C -1.690 -1.504 -2.162
4 C -2.633 -0.603 -1.486
5 N -2.110 0.201 -0.530
6 C -2.906 1.110 0.086
7 C -4.267 1.219 -0.208
8 C -4.810 0.371 -1.180
9 C -3.984 -0.550 -1.833
10 C -2.231 1.988 1.136
11 P -0.362 2.127 0.836
12 H -4.386 -1.201 -2.596
13 H -4.887 1.941 0.302
14 H -5.859 0.434 -1.430
15 H -2.676 2.983 1.158
16 H -2.391 1.533 2.114
17 H -1.588 -0.033 -4.498
18 H -2.073 -2.221 -2.873
19 H 0.802 2.071 -3.961
20 O -1.203 0.726 -5.066
21 H -1.385 0.525 -6.031
22 H 1.349 0.371 -0.585
23 O 1.560 2.495 -3.394
24 H 1.170 2.710 -2.498
25 C -0.304 3.616 -0.316
26 H -0.807 4.470 0.137
27 H 0.730 3.893 -0.523
28 H -0.800 3.384 -1.259
29 C 0.248 2.823 2.474
30 H 1.300 3.098 2.395
31 H -0.325 3.707 2.752
32 H 0.142 2.074 3.260
33 C -0.469 -3.529 -0.480
34 H -0.753 -4.290 -1.206
35 H 0.425 -3.867 0.043
36 H -1.271 -3.433 0.251
37 C 1.129 -2.179 -2.580
38 H 2.046 -2.551 -2.122
39 H 0.802 -2.905 -3.323
40 H 1.368 -1.245 -3.088
41 O -2.442 -1.260 1.879
42 C -1.321 -1.625 2.187
43 C -1.026 -2.553 3.326
44 C 0.512 -2.660 3.284
45 C 0.854 -1.798 2.117
46 O 1.992 -1.594 1.727
47 N -0.215 -1.244 1.533
48 H -1.368 -2.115 4.288
49 H -1.503 -3.540 3.146
50 H 0.977 -2.240 4.202
51 H 0.850 -3.704 3.109


# 5
Formula: C15H27N2O4S
Source: OMol25
Level of theory: ωB97M-V/def2-TZVPD

Multiplicity = 1
LUMO level = 2.5 eV
Kohn-Sham gap = 0.24503 hartree
Total charge = -1
HOMO level = -4.15 eV
M = 331.5 g/mol

Geometry (Å):
1 O -4.807 0.094 1.748
2 C -4.961 0.111 0.500
3 O -5.467 1.052 -0.140
4 C -4.547 -1.104 -0.349
5 N -3.138 -1.502 -0.228
6 S -2.739 -2.061 1.355
7 C -2.238 -0.509 -0.740
8 C -1.787 -0.616 -2.034
9 C -0.922 0.392 -2.443
10 C -0.559 1.364 -1.562
11 N -0.965 1.518 -0.299
12 C -1.819 0.554 0.039
13 H -4.706 -0.820 -1.390
14 H -5.213 -1.951 -0.174
15 H -1.649 -2.824 1.078
16 H -2.065 -1.414 -2.706
17 H -0.534 0.410 -3.451
18 H 0.148 2.113 -1.919
19 H -2.234 0.615 1.040
20 C 3.394 5.151 -1.667
21 C 3.355 4.342 -2.953
22 O 2.049 4.009 -3.380
23 C 1.180 5.093 -3.655
24 C 1.680 6.019 -4.751
25 H 2.890 4.612 -0.863
26 H 4.427 5.339 -1.370
27 H 2.898 6.117 -1.776
28 H 3.867 3.393 -2.791
29 H 3.899 4.858 -3.753
30 H 0.970 5.653 -2.737
31 H 0.237 4.645 -3.967
32 H 2.623 6.500 -4.484
33 H 0.947 6.804 -4.943
34 H 1.845 5.462 -5.674
35 C 1.761 -6.554 4.156
36 C 1.649 -5.463 3.103
37 O 0.337 -4.971 2.925
38 C -0.273 -4.385 4.063
39 C 0.482 -3.188 4.615
40 H 1.106 -7.391 3.908
41 H 2.788 -6.918 4.215
42 H 1.477 -6.196 5.147
43 H 1.949 -5.869 2.136
44 H 2.339 -4.640 3.323
45 H -0.430 -5.142 4.841
46 H -1.263 -4.061 3.742
47 H 1.482 -3.457 4.960
48 H -0.059 -2.759 5.459
49 H 0.593 -2.422 3.846


Q: Among the records above, which one has the highest M?
A: C15H27Br13NO3P